[1]
{
  "formula": "C43H50N9O5SSeSi2Ta",
  "method": "ωB97M-V/def2-TZVPD",
  "elements": ["Ta", "C", "Si", "C", "C", "N", "C", "C", "C", "C", "C", "C", "N", "Si", "C", "C", "C", "H", "H", "H", "H", "H", "H", "H", "H", "H", "H", "H", "H", "H", "H", "H", "H", "H", "H", "H", "H", "H", "H", "O", "C", "C", "C", "C", "C", "C", "C", "O", "N", "O", "O", "H", "H", "H", "H", "C", "N", "C", "C", "N", "C", "S", "H", "H", "H", "H", "H", "H", "H", "H", "N", "C", "O", "C", "C", "C", "N", "C", "C", "H", "H", "H", "H", "H", "H", "Se", "C", "N", "N", "C", "C", "C", "C", "C", "C", "C", "C", "C", "C", "C", "C", "C", "H", "H", "H", "H", "H", "H", "H", "H", "H", "H"],
  "xyz": [[0.01257, -0.35196, 1.39966], [3.42433, -1.58715, 3.86493], [3.30771, -0.36741, 2.44128], [3.75651, -1.30337, 0.88700], [4.58245, 0.99401, 2.57332], [1.67460, 0.30799, 2.38415], [1.25353, 1.13548, 3.45926], [1.99797, 1.37686, 4.61058], [1.54438, 2.24097, 5.59565], [0.32147, 2.87111, 5.44031], [-0.45278, 2.60395, 4.32086], [-0.02202, 1.72615, 3.32970], [-0.79609, 1.34461, 2.18875], [-2.50975, 1.83782, 2.19606], [-2.64568, 3.71603, 2.16490], [-3.31730, 1.07881, 3.69534], [-3.37938, 1.20721, 0.67087], [3.51132, -2.60640, 3.48274], [2.54255, -1.54542, 4.50735], [4.29735, -1.39209, 4.49208], [4.56262, -1.99255, 1.15428], [4.12896, -0.64886, 0.09860], [2.93295, -1.89576, 0.49226], [5.54026, 0.60965, 2.21460], [4.73366, 1.37094, 3.58382], [4.30092, 1.84278, 1.94597], [2.94603, 0.87931, 4.75407], [2.14718, 2.41318, 6.47725], [-0.04543, 3.55846, 6.19064], [-1.41328, 3.08987, 4.23686], [-3.29857, 4.07455, 2.96445], [-3.07832, 4.04595, 1.21913], [-1.68154, 4.21268, 2.28313], [-2.71502, 1.16739, 4.59882], [-3.47808, 0.01452, 3.50449], [-4.29153, 1.53485, 3.88689], [-2.72398, 0.75870, -0.07529], [-3.91349, 2.02128, 0.17611], [-4.11199, 0.44224, 0.93383], [-0.56582, -1.14573, 3.49975], [-0.64216, -2.29492, 3.92941], [-0.00951, -3.44975, 3.34939], [-0.13160, -4.67140, 4.01828], [0.52625, -5.76914, 3.53325], [1.33506, -5.68894, 2.39421], [1.46168, -4.49788, 1.72983], [0.76771, -3.34906, 2.17237], [0.86773, -2.25238, 1.48939], [0.40210, -7.04833, 4.23764], [-0.26023, -7.07251, 5.25467], [0.96460, -8.01052, 3.75308], [-1.21560, -2.46000, 4.85215], [-0.73582, -4.75245, 4.91225], [1.84825, -6.57708, 2.05371], [2.07985, -4.40736, 0.84720], [-1.10890, 0.22916, -4.17884], [-2.40572, 0.86217, -4.25136], [-2.82348, 1.55892, -5.45892], [-4.28324, 1.90239, -5.14882], [-4.59738, 0.88120, -4.15677], [-3.48180, 0.36848, -3.58536], [-3.44291, -0.69935, -2.31053], [-0.36533, 0.90059, -4.60519], [-1.09382, -0.72317, -4.72076], [-0.86152, 0.04062, -3.13534], [-2.73380, 0.90202, -6.33259], [-2.21317, 2.44713, -5.62921], [-4.92385, 1.81280, -6.02409], [-4.37346, 2.90921, -4.73159], [-5.46040, 0.85409, -3.64285], [-1.97165, 5.46135, -5.28966], [-2.48871, 4.87156, -4.17779], [-3.67995, 4.87942, -3.93717], [-1.50980, 4.17441, -3.27234], [-1.92016, 3.85478, -1.98751], [-1.02330, 3.21524, -1.14595], [0.20035, 2.84840, -1.51413], [0.58020, 3.13915, -2.75513], [-0.22665, 3.81066, -3.66139], [-2.60418, 6.01121, -5.84680], [-0.98680, 5.62967, -5.38359], [-2.91825, 4.11064, -1.65995], [-1.29631, 2.98221, -0.12419], [1.57214, 2.81495, -3.04937], [0.15638, 4.01112, -4.65428], [-3.96470, -3.05692, 2.11503], [-2.67827, -2.04201, 1.50002], [-1.80076, -1.35269, 1.12758], [0.47819, -0.31624, -0.44974], [1.10727, -0.89512, -1.39345], [2.17938, -0.17116, -2.12302], [2.59347, -0.55588, -3.39554], [3.61577, 0.13443, -4.03155], [4.23220, 1.20227, -3.39502], [3.81095, 1.60105, -2.13050], [2.78121, 0.92443, -1.50196], [0.83702, -2.32094, -1.70347], [1.88696, -3.21533, -1.91073], [1.61636, -4.56037, -2.10621], [0.30174, -5.01095, -2.11878], [-0.74333, -4.11887, -1.92044], [-0.47735, -2.77667, -1.69934], [2.10641, -1.38417, -3.89410], [3.93621, -0.16797, -5.01968], [5.04135, 1.72803, -3.88552], [4.28171, 2.44313, -1.64007], [2.42189, 1.23197, -0.52878], [2.91109, -2.86342, -1.89415], [2.43212, -5.25822, -2.24589], [0.09307, -6.05977, -2.28613], [-1.76856, -4.46443, -1.93012], [-1.28352, -2.07414, -1.53830]],
  "forces_ev_per_a": [[0.85, -0.53, 0.98], [-0.03, -0.01, 0.11], [-0.08, -0.10, -0.16], [-0.08, 0.03, -0.15], [0.03, 0.11, 0.12], [-0.16, 0.08, 0.14], [0.07, -0.03, -0.24], [0.05, -0.02, 0.01], [-0.06, 0.02, -0.02], [0.06, -0.04, 0.00], [-0.08, 0.03, 0.00], [-0.13, -0.05, -0.18], [0.17, -0.08, 0.05], [0.04, -0.09, -0.21], [0.08, 0.11, 0.10], [-0.03, -0.04, 0.09], [0.04, 0.01, -0.09], [-0.01, -0.02, 0.01], [-0.01, 0.01, 0.01], [0.02, -0.02, 0.00], [0.03, 0.01, 0.00], [0.01, 0.00, 0.00], [0.02, -0.04, 0.00], [0.02, 0.01, -0.02], [0.01, 0.02, 0.00], [0.01, -0.01, -0.04], [0.02, 0.00, 0.00], [0.01, 0.01, 0.01], [0.00, 0.01, 0.01], [-0.02, -0.01, 0.01], [-0.01, 0.02, 0.00], [-0.02, 0.01, -0.01], [0.01, 0.01, -0.02], [-0.01, 0.01, 0.02], [-0.02, -0.01, 0.01], [-0.03, -0.02, -0.02], [0.01, 0.04, -0.04], [-0.03, 0.01, 0.00], [0.00, -0.04, -0.03], [-0.10, 0.20, -0.12], [0.07, -0.03, -0.01], [-0.12, 0.03, 0.13], [0.00, 0.01, -0.03], [0.02, -0.04, 0.10], [0.02, 0.02, -0.05], [-0.02, -0.04, 0.03], [0.05, 0.01, -0.15], [-0.18, 0.29, -0.01], [-0.04, 0.11, -0.17], [-0.02, -0.02, 0.09], [0.05, -0.06, 0.02], [0.04, 0.01, 0.01], [0.00, 0.00, -0.01], [0.00, 0.01, 0.01], [-0.04, -0.01, -0.04], [-0.01, 0.05, 0.03], [0.08, -0.06, 0.00], [0.00, 0.05, -0.01], [-0.02, 0.06, 0.06], [-0.02, -0.03, -0.02], [0.06, -0.08, 0.07], [-0.14, 0.06, -0.11], [0.03, 0.02, -0.01], [0.01, 0.00, 0.00], [-0.02, 0.01, -0.01], [-0.02, -0.02, 0.00], [0.01, -0.02, -0.02], [0.00, 0.01, -0.02], [-0.02, -0.13, -0.04], [0.00, 0.00, 0.00], [-0.02, -0.01, -0.02], [0.13, 0.02, 0.06], [-0.03, 0.04, 0.01], [-0.04, -0.01, -0.03], [0.00, 0.03, -0.03], [-0.02, -0.08, 0.07], [0.16, 0.06, -0.09], [-0.12, 0.02, -0.02], [0.01, 0.01, -0.03], [0.01, 0.00, 0.01], [-0.01, 0.03, 0.02], [0.00, 0.00, 0.00], [0.00, -0.01, -0.01], [0.03, 0.00, 0.03], [-0.03, -0.03, -0.02], [0.12, 0.07, -0.05], [-0.19, -0.14, 0.02], [-0.43, -0.10, 0.03], [-0.12, 0.12, -0.11], [0.17, 0.07, 0.09], [0.01, 0.06, 0.05], [-0.02, 0.03, -0.04], [-0.01, 0.00, -0.01], [0.00, 0.01, 0.00], [-0.01, -0.02, -0.03], [0.00, 0.03, -0.02], [-0.03, 0.08, -0.11], [0.00, 0.00, -0.06], [-0.01, -0.02, 0.02], [0.02, 0.01, -0.01], [0.00, 0.02, 0.01], [-0.01, -0.08, 0.06], [0.02, -0.02, 0.02], [0.00, 0.01, -0.01], [0.00, 0.01, -0.01], [0.01, 0.00, 0.01], [0.00, 0.01, 0.01], [0.00, 0.01, 0.00], [0.00, 0.00, -0.01], [0.00, -0.01, 0.02], [-0.01, -0.01, 0.00], [-0.02, 0.01, 0.00]],
  "e_lumo_ev": -1.1,
  "spin_multiplicity": 1,
  "orbital_gap_ev": 6.36,
  "homo_energy_ev": -7.41
}

[2]
{
  "formula": "C43H51BKN7O2S9",
  "method": "ωB97M-V/def2-TZVPD",
  "elements": ["K", "C", "C", "C", "C", "N", "N", "B", "N", "N", "C", "C", "C", "C", "C", "S", "C", "C", "C", "C", "N", "N", "C", "C", "C", "C", "C", "S", "C", "C", "C", "C", "C", "S", "C", "C", "C", "C", "H", "H", "H", "H", "H", "H", "H", "H", "H", "H", "H", "H", "H", "H", "H", "H", "H", "H", "H", "H", "H", "H", "H", "H", "H", "H", "H", "H", "H", "H", "H", "H", "H", "H", "H", "H", "H", "H", "H", "C", "C", "O", "C", "C", "C", "C", "C", "C", "O", "H", "H", "H", "H", "H", "H", "H", "S", "C", "S", "C", "C", "S", "S", "S", "S", "C", "N", "C", "C", "C", "C", "H", "H", "H", "H", "H"],
  "xyz": [[-1.24178, -3.46436, 1.00968], [-4.19769, -0.61718, -1.51842], [-2.80391, -0.08788, -1.45062], [-1.97710, -0.14858, -2.51375], [-0.64879, 0.34822, -2.41420], [-0.19869, 0.80165, -1.29990], [-0.99882, 0.85011, -0.19967], [-0.22732, 1.52582, 0.96025], [1.21585, 1.78241, 0.56843], [1.48331, 3.05175, 0.21988], [2.67709, 3.35537, -0.16755], [3.69584, 2.35680, -0.23501], [3.43432, 1.07631, 0.11874], [4.48095, 0.00534, 0.06218], [2.09682, 0.74072, 0.57213], [1.61793, -0.77328, 1.06471], [2.87082, 4.81562, -0.58589], [4.34750, 5.14549, -0.80102], [2.30096, 5.74398, 0.49543], [2.10199, 5.04730, -1.89506], [-0.97664, 2.81857, 1.48375], [-1.52399, 3.83339, 0.87995], [-2.33266, 4.56954, 1.60971], [-2.58236, 4.26154, 2.97058], [-2.01299, 3.18594, 3.57378], [-2.30302, 2.73519, 4.96725], [-1.18074, 2.42684, 2.73328], [-0.35031, 0.90964, 2.82546], [-3.03563, 5.70768, 0.86682], [-3.75432, 6.64098, 1.84058], [-4.06034, 5.07017, -0.08476], [-2.01332, 6.51804, 0.05668], [-2.32779, 0.51720, -0.21754], [-3.37767, 0.76229, 1.07182], [0.28263, 0.44896, -3.61868], [1.69853, 0.82174, -3.17750], [-0.26929, 1.55390, -4.53747], [0.33256, -0.87844, -4.37539], [-4.41270, -0.98551, -2.52162], [-4.91576, 0.15058, -1.23091], [-4.31351, -1.44215, -0.81004], [-2.33058, -0.58680, -3.43832], [4.68545, 2.61329, -0.59093], [5.28689, 0.29344, -0.61470], [4.04795, -0.94731, -0.24665], [4.89779, -0.16263, 1.05917], [4.93784, 4.95781, 0.10057], [4.44628, 6.20385, -1.05595], [4.77604, 4.56612, -1.62286], [2.82602, 5.59995, 1.44502], [1.24211, 5.53269, 0.65589], [2.41541, 6.78998, 0.19083], [2.51617, 4.43682, -2.70415], [2.16104, 6.09995, -2.19217], [1.05083, 4.77381, -1.76475], [-3.27646, 4.86850, 3.54032], [-2.82840, 3.50587, 5.53097], [-1.38106, 2.46979, 5.48883], [-2.92382, 1.83390, 4.93415], [-4.58714, 6.14259, 2.34585], [-4.16342, 7.48794, 1.28686], [-3.06999, 7.03371, 2.59974], [-4.73689, 4.40352, 0.45810], [-3.55137, 4.47367, -0.84445], [-4.65453, 5.84529, -0.57943], [-1.27715, 6.98734, 0.71839], [-2.52544, 7.30591, -0.50286], [-1.47728, 5.87719, -0.64363], [1.72085, 1.80679, -2.70239], [2.35560, 0.83450, -4.05304], [2.08453, 0.09776, -2.45340], [-0.38606, 2.48822, -3.97868], [-1.24519, 1.27760, -4.95030], [0.41855, 1.73248, -5.37092], [0.74616, -1.65924, -3.73414], [0.97198, -0.77770, -5.25829], [-0.65709, -1.20301, -4.71102], [1.39462, -4.75513, 4.52351], [1.11976, -4.40126, 3.06682], [0.01421, -3.95264, 2.79720], [2.20069, -4.55528, 2.08552], [3.42614, -5.13184, 2.47497], [4.52253, -5.18589, 1.64564], [4.41344, -4.60986, 0.35976], [3.23440, -4.06889, -0.07351], [2.03609, -4.06516, 0.73416], [0.93857, -3.65779, 0.26237], [0.53799, -4.42959, 5.10838], [2.30257, -4.27047, 4.89050], [1.50698, -5.83729, 4.63805], [3.51182, -5.55668, 3.46863], [5.44494, -5.64673, 1.97254], [5.28115, -4.59947, -0.29392], [3.14422, -3.63177, -1.06251], [-6.42424, -9.75289, 3.43374], [-5.35932, -8.58671, 2.83630], [-5.77410, -6.97597, 2.47797], [-4.23086, -6.34486, 1.90599], [-3.21757, -7.26125, 1.94900], [-1.50950, -7.08190, 1.62467], [-3.70765, -8.84726, 2.53240], [-4.20381, -4.67705, 1.43331], [-2.27635, -3.97503, -2.39757], [-0.80876, -4.80963, -2.35401], [-0.54369, -5.71212, -1.36962], [0.61669, -6.39014, -1.25611], [1.59875, -6.28460, -2.18678], [1.37943, -5.40003, -3.25797], [0.22098, -4.68378, -3.33739], [-1.27749, -5.89174, -0.63839], [0.68173, -7.03895, -0.39060], [2.52491, -6.82991, -2.07048], [2.14126, -5.28515, -4.02278], [0.02394, -4.00057, -4.14752]],
  "forces_ev_per_a": [[-2.46, 0.29, -1.05], [0.03, -0.10, 0.04], [-0.15, 0.04, 0.12], [0.04, -0.08, -0.19], [-0.02, -0.02, -0.17], [-0.05, 0.08, 0.30], [0.01, 0.27, -0.10], [-0.17, -0.12, -0.26], [-0.10, 0.33, 0.26], [-0.19, -0.25, 0.04], [0.21, 0.07, -0.06], [-0.03, 0.08, -0.11], [0.03, -0.15, 0.04], [-0.10, 0.04, 0.03], [0.15, 0.05, 0.16], [0.23, 0.04, -0.21], [0.00, -0.02, -0.01], [0.02, 0.03, -0.02], [0.00, -0.07, 0.03], [-0.04, -0.05, -0.02], [0.27, -0.56, -0.11], [-0.30, 0.43, -0.18], [-0.07, 0.19, -0.09], [-0.25, 0.40, -0.18], [0.19, -0.41, 0.20], [0.01, -0.07, 0.00], [0.06, -0.14, 0.34], [-0.20, 0.06, 0.01], [0.06, -0.10, 0.05], [-0.02, 0.03, 0.03], [-0.01, -0.04, 0.00], [0.05, -0.05, 0.12], [0.15, -0.08, 0.07], [0.25, 0.10, -0.09], [-0.06, 0.07, -0.02], [0.01, 0.03, 0.10], [-0.03, 0.00, 0.04], [-0.05, -0.12, 0.00], [0.01, 0.00, 0.04], [-0.01, -0.01, -0.01], [-0.03, 0.02, -0.02], [0.03, -0.04, 0.02], [0.00, 0.02, 0.02], [0.00, 0.01, 0.04], [-0.01, 0.04, -0.01], [-0.05, -0.03, -0.02], [-0.03, 0.01, -0.05], [0.01, -0.03, 0.01], [-0.01, 0.03, 0.04], [-0.04, 0.02, -0.06], [0.06, 0.02, 0.00], [-0.01, -0.08, 0.01], [-0.05, 0.03, 0.05], [0.01, -0.06, 0.01], [0.10, 0.04, -0.01], [0.06, 0.01, -0.07], [0.01, -0.02, -0.01], [-0.04, 0.02, -0.02], [0.06, 0.05, 0.00], [0.06, 0.05, -0.04], [-0.02, -0.01, 0.02], [-0.06, -0.01, -0.06], [0.04, 0.06, -0.04], [-0.03, 0.02, 0.05], [0.06, -0.03, 0.02], [-0.06, -0.02, -0.06], [0.02, -0.04, 0.02], [-0.03, 0.01, 0.03], [0.01, -0.08, -0.03], [-0.03, 0.01, 0.05], [-0.03, 0.05, -0.08], [0.02, -0.05, -0.06], [0.08, 0.03, 0.04], [-0.06, -0.04, 0.05], [-0.05, -0.04, -0.03], [-0.03, 0.00, 0.05], [0.11, 0.00, 0.06], [0.03, -0.10, -0.04], [0.08, 0.00, 0.12], [1.26, -0.23, 1.44], [0.02, -0.03, 0.02], [-0.11, 0.10, -0.04], [-0.06, 0.09, -0.19], [-0.05, -0.06, 0.18], [-0.01, 0.03, 0.06], [0.00, -0.10, 0.00], [1.33, -0.10, -0.39], [-0.01, -0.02, -0.02], [-0.04, -0.04, -0.02], [0.00, 0.07, -0.02], [-0.02, 0.04, 0.00], [0.03, -0.01, 0.01], [-0.01, -0.01, -0.03], [-0.02, -0.03, -0.01], [0.00, 0.02, -0.03], [0.09, 0.08, 0.04], [-0.19, 0.22, -0.14], [0.21, -0.06, 0.08], [-0.07, -0.03, 0.15], [-0.03, 0.16, -0.34], [0.25, -0.13, -0.08], [-0.13, 0.01, 0.02], [0.25, 0.09, -0.02], [-0.05, -0.07, -0.20], [-0.50, -0.03, 0.34], [-0.25, -0.33, 0.35], [0.16, 0.10, -0.02], [-0.04, 0.06, -0.06], [-0.09, -0.01, 0.11], [0.58, -0.03, -0.29], [-0.11, 0.08, 0.02], [-0.08, 0.03, 0.01], [-0.05, 0.03, 0.01], [0.03, 0.05, -0.08]],
  "e_lumo_ev": 2.8,
  "spin_multiplicity": 1,
  "charge": -2,
  "orbital_gap_ev": 3.11,
  "homo_energy_ev": -0.30
}

How do the records compare in energy relative to the best compared isomer or geometry (same formula, charge and spin)? In the order shown, they have 0.000, 0.859 eV.